{
  "formula": "C5H11AlO4",
  "method": "ωB97M-V with the def2-TZVPD basis set",
  "elements": ["O", "Al", "O", "C", "C", "O", "C", "H", "H", "H", "H", "H", "H", "C", "O", "C", "H", "H", "H", "H", "H"],
  "xyz": [[-0.03, 1.57, 0.88], [1.41, 0.86, 1.25], [3.16, 0.23, 0.64], [2.89, -0.54, -0.48], [1.65, -1.41, -0.27], [0.59, -0.56, 0.25], [-0.65, -1.23, 0.37], [3.71, -1.24, -0.72], [2.72, 0.08, -1.38], [1.83, -2.20, 0.47], [1.31, -1.87, -1.21], [-0.78, -1.68, 1.37], [-0.71, -2.11, -0.30], [-1.79, -0.30, 0.13], [-2.86, -0.96, -0.10], [-4.16, -0.35, -0.02], [-1.02, 1.09, 1.00], [-1.95, 0.77, -0.16], [-4.31, 0.15, -0.98], [-4.87, -1.17, 0.12], [-4.26, 0.37, 0.79]],
  "nbo_charge": [-1.21, 2.23, -0.83, -0.12, -0.11, -0.63, -0.19, 0.25, 0.19, 0.21, 0.23, 0.28, 0.31, 0.45, -0.29, -0.30, 0.48, 0.27, 0.25, 0.27, 0.24],
  "e_lumo_ev": -10.79,
  "total_charge": 2,
  "homo_ha": -0.661,
  "orbital_gap_ev": 7.198
}

=====

{
  "formula": "C19H35N2O7",
  "method": "ωB97M-V with the def2-TZVPD basis set",
  "elements": ["C", "C", "C", "C", "C", "C", "C", "O", "C", "O", "C", "O", "O", "C", "O", "N", "O", "H", "H", "H", "H", "H", "H", "H", "H", "H", "H", "H", "H", "H", "H", "H", "H", "H", "C", "C", "C", "C", "C", "C", "N", "O", "C", "C", "C", "H", "H", "H", "H", "H", "H", "H", "H", "H", "H", "H", "H", "H", "H", "H", "H", "H", "H"],
  "xyz": [[1.65, 3.53, 0.82], [1.21, 4.00, -0.64], [1.87, 2.97, -1.64], [-0.35, 3.88, -0.71], [-1.14, 5.15, -0.23], [-0.38, 6.08, 0.78], [-2.54, 4.82, 0.41], [-2.57, 3.57, 1.12], [-3.63, 2.75, 0.74], [-3.20, 1.45, 1.25], [-2.82, 0.62, 0.23], [-2.01, -0.21, 0.25], [-3.64, 0.93, -0.86], [-3.76, 2.34, -0.76], [-5.03, 2.69, -1.31], [-4.97, 3.94, -1.98], [-4.60, 3.81, -3.08], [0.73, 3.57, 1.45], [2.36, 4.26, 1.26], [2.04, 2.50, 0.84], [1.57, 5.01, -0.88], [2.01, 1.97, -1.19], [2.90, 3.35, -1.84], [1.36, 2.94, -2.62], [-0.60, 3.75, -1.79], [-0.64, 2.94, -0.21], [-1.34, 5.77, -1.13], [-0.97, 7.03, 0.83], [-0.41, 5.67, 1.81], [0.63, 6.37, 0.46], [-3.35, 4.94, -0.35], [-2.73, 5.62, 1.17], [-4.56, 2.90, 1.33], [-2.92, 2.78, -1.35], [-0.51, -4.58, -0.74], [0.17, -3.72, 0.37], [1.01, -2.58, -0.25], [2.33, -3.06, -0.87], [3.14, -3.86, 0.13], [2.34, -5.04, 0.74], [1.00, -4.59, 1.26], [1.18, -4.02, 2.30], [2.18, -6.14, -0.34], [3.19, -5.73, 1.83], [-1.02, -3.07, 1.10], [-1.59, -4.54, -0.68], [-0.23, -4.25, -1.74], [-0.28, -5.64, -0.66], [1.25, -1.84, 0.52], [0.42, -2.06, -1.00], [2.13, -3.64, -1.77], [2.91, -2.19, -1.20], [4.04, -4.25, -0.35], [3.48, -3.20, 0.93], [1.54, -6.95, 0.01], [3.15, -6.58, -0.58], [1.78, -5.76, -1.28], [3.50, -5.04, 2.61], [4.10, -6.14, 1.40], [2.63, -6.55, 2.29], [-1.64, -3.82, 1.59], [-1.64, -2.53, 0.39], [-0.71, -2.34, 1.85]],
  "nbo_charge": [-0.62, -0.21, -0.61, -0.41, -0.24, -0.62, -0.09, -0.52, 0.34, -0.50, 0.99, -0.57, -0.49, 0.29, -0.43, 0.39, -0.20, 0.21, 0.22, 0.20, 0.21, 0.19, 0.22, 0.21, 0.20, 0.21, 0.21, 0.21, 0.21, 0.22, 0.18, 0.20, 0.20, 0.19, -0.64, 0.09, -0.39, -0.42, -0.40, 0.10, 0.33, -0.08, -0.64, -0.62, -0.62, 0.24, 0.23, 0.23, 0.23, 0.27, 0.21, 0.25, 0.26, 0.23, 0.23, 0.25, 0.23, 0.24, 0.25, 0.24, 0.23, 0.27, 0.24],
  "e_lumo_ev": -6.80,
  "total_charge": 1,
  "homo_ha": -0.459,
  "orbital_gap_ev": 5.693
}

=====

{
  "formula": "C8H18Si",
  "method": "ωB97M-V with the def2-TZVPD basis set",
  "elements": ["C", "C", "Si", "C", "C", "C", "C", "C", "C", "H", "H", "H", "H", "H", "H", "H", "H", "H", "H", "H", "H", "H", "H", "H", "H", "H", "H"],
  "xyz": [[1.20, 0.70, 2.79], [0.27, -0.11, 2.36], [-0.39, 0.08, 0.34], [-1.79, 1.29, 0.19], [-1.98, 2.03, -1.13], [-1.09, -1.60, -0.22], [0.00, -2.65, -0.55], [1.06, 0.63, -0.98], [2.40, -0.07, -0.89], [1.58, 0.58, 3.80], [1.60, 1.44, 2.14], [-0.13, -0.88, 3.06], [-2.75, 0.83, 0.50], [-1.53, 1.94, 0.98], [-1.10, 2.32, -1.73], [-2.74, 1.52, -1.71], [-2.37, 3.03, -0.85], [-1.79, -2.06, 0.54], [-1.52, -1.51, -1.27], [-0.48, -3.60, -0.77], [0.60, -2.45, -1.50], [0.65, -2.80, 0.29], [0.63, 0.50, -1.93], [1.21, 1.75, -1.00], [2.32, -0.88, -0.21], [2.90, -0.59, -1.74], [3.24, 0.56, -0.53]],
  "nbo_charge": [-0.40, -0.54, 1.59, -0.91, -0.61, -0.90, -0.60, -0.83, -0.63, 0.19, 0.19, 0.20, 0.24, 0.23, 0.21, 0.21, 0.21, 0.23, 0.23, 0.20, 0.20, 0.20, 0.23, 0.23, 0.20, 0.21, 0.21],
  "e_lumo_ev": 1.02,
  "smiles": "C=C[Si](CC)(CC)CC",
  "total_charge": 0,
  "homo_ha": -0.357,
  "orbital_gap_ev": 10.749
}

=====

{
  "formula": "C3H5N3",
  "method": "ωB97M-V with the def2-TZVPD basis set",
  "elements": ["H", "N", "C", "C", "N", "N", "C", "H", "H", "H", "H"],
  "xyz": [[-2.46, 1.46, -0.08], [-1.47, 1.51, 0.10], [-0.84, 0.40, -0.01], [-1.41, -0.84, -0.54], [-1.93, -1.77, -0.98], [0.44, 0.40, 0.45], [1.56, -0.47, 0.12], [0.60, 1.36, 0.73], [1.20, -1.47, -0.12], [2.15, -0.09, -0.73], [2.22, -0.55, 0.99]],
  "nbo_charge": [0.36, -0.67, 0.34, 0.21, -0.27, -0.58, -0.41, 0.41, 0.22, 0.19, 0.21],
  "e_lumo_ev": 0.63,
  "smiles": "[H]/N=C(\\C#N)NC",
  "total_charge": 0,
  "homo_ha": -0.351,
  "orbital_gap_ev": 10.169
}

=====

{
  "formula": "C22H34BN6O2S4V",
  "method": "ωB97M-V with the def2-TZVPD basis set",
  "elements": ["V", "C", "C", "C", "C", "N", "C", "C", "N", "B", "N", "C", "C", "N", "C", "S", "C", "C", "C", "C", "N", "C", "C", "N", "C", "S", "C", "C", "C", "C", "C", "S", "H", "H", "H", "H", "H", "H", "H", "H", "H", "H", "H", "H", "H", "H", "H", "H", "H", "H", "H", "H", "H", "H", "H", "H", "H", "H", "H", "H", "H", "H", "H", "H", "H", "H", "S", "C", "O", "O"],
  "xyz": [[0.53, 0.14, -0.16], [-1.54, -5.92, 3.28], [-0.72, -4.97, 2.41], [0.72, -4.94, 2.93], [-0.80, -5.45, 0.96], [-1.30, -3.60, 2.53], [-2.31, -3.25, 3.43], [-2.53, -1.93, 3.30], [-1.68, -1.45, 2.33], [-1.46, -0.01, 1.86], [-0.88, 0.92, 2.93], [-1.62, 1.59, 3.88], [-0.77, 2.36, 4.58], [0.50, 2.18, 4.05], [0.41, 1.29, 3.02], [1.69, 0.72, 2.03], [1.72, 2.92, 4.49], [1.35, 3.82, 5.67], [2.78, 1.92, 4.97], [2.23, 3.79, 3.35], [-2.65, 0.64, 1.14], [-3.99, 0.31, 1.13], [-4.59, 1.12, 0.24], [-3.61, 1.94, -0.32], [-2.42, 1.61, 0.23], [-0.84, 2.25, -0.05], [-3.98, 2.87, -1.44], [-2.84, 3.81, -1.83], [-5.16, 3.72, -0.97], [-4.36, 2.01, -2.64], [-0.90, -2.47, 1.87], [0.38, -2.37, 0.74], [-1.16, -6.93, 3.12], [-2.59, -5.92, 2.99], [-1.45, -5.70, 4.34], [1.15, -5.94, 2.86], [0.74, -4.63, 3.97], [1.33, -4.26, 2.34], [-0.54, -6.51, 0.94], [-0.12, -4.91, 0.31], [-1.82, -5.34, 0.58], [-2.78, -3.97, 4.06], [-3.22, -1.30, 3.83], [-0.68, -0.24, 1.03], [-2.68, 1.48, 3.97], [-0.96, 3.03, 5.40], [0.97, 3.25, 6.52], [0.62, 4.58, 5.39], [2.26, 4.33, 5.99], [2.39, 1.32, 5.79], [3.65, 2.47, 5.32], [3.09, 1.25, 4.16], [1.44, 4.48, 3.02], [2.54, 3.20, 2.50], [3.08, 4.38, 3.70], [-4.40, -0.47, 1.74], [-5.62, 1.17, -0.06], [-2.49, 4.40, -0.99], [-3.25, 4.49, -2.58], [-2.00, 3.28, -2.26], [-4.89, 4.29, -0.08], [-6.04, 3.12, -0.75], [-5.43, 4.42, -1.76], [-3.52, 1.37, -2.93], [-4.61, 2.65, -3.48], [-5.22, 1.37, -2.43], [-1.67, -1.15, -2.52], [-0.64, -0.57, -1.50], [1.73, 0.73, -1.25], [2.53, 1.26, -2.08]],
  "nbo_charge": [0.42, -0.62, 0.15, -0.63, -0.63, -0.37, -0.07, -0.08, -0.55, 0.73, -0.55, -0.07, -0.07, -0.38, 0.34, -0.19, 0.15, -0.62, -0.62, -0.63, -0.55, -0.06, -0.08, -0.37, 0.32, -0.16, 0.15, -0.62, -0.61, -0.62, 0.31, -0.17, 0.23, 0.21, 0.21, 0.21, 0.21, 0.25, 0.21, 0.25, 0.21, 0.23, 0.22, -0.10, 0.22, 0.23, 0.21, 0.21, 0.23, 0.21, 0.21, 0.25, 0.21, 0.25, 0.21, 0.23, 0.23, 0.23, 0.21, 0.25, 0.22, 0.20, 0.22, 0.23, 0.22, 0.21, 0.12, -0.15, -0.07, -0.40],
  "e_lumo_ev": [-0.08, -0.11],
  "total_charge": 0,
  "homo_ha": [-0.254, -0.233],
  "orbital_gap_ev": [6.837, 6.230]
}

=====

{
  "formula": "C11H11N",
  "method": "ωB97M-V with the def2-TZVPD basis set",
  "elements": ["C", "C", "C", "C", "C", "C", "H", "H", "H", "H", "H", "H", "C", "C", "C", "N", "C", "C", "H", "H", "H", "H", "H"],
  "xyz": [[-1.58, -3.15, 0.09], [-0.34, -2.64, -0.50], [-0.06, -1.22, -0.45], [-0.96, -0.37, 0.26], [-2.05, -0.95, 0.74], [-2.37, -2.32, 0.85], [-1.88, -4.17, -0.07], [0.44, -3.25, -1.04], [0.85, -0.88, -0.86], [-0.59, 0.69, 0.41], [-2.70, -0.25, 1.41], [-3.36, -2.67, 1.31], [1.04, 2.98, -0.20], [0.44, 2.08, 0.74], [1.20, 0.90, 0.86], [1.96, 0.46, -0.11], [2.19, 1.25, -1.16], [1.74, 2.61, -1.26], [0.64, 3.99, -0.11], [-0.46, 2.39, 1.34], [0.82, 0.30, 1.60], [2.86, 0.69, -1.89], [2.16, 3.54, -1.96]],
  "nbo_charge": [-0.21, -0.23, -0.19, -0.27, -0.19, -0.23, 0.21, 0.22, 0.23, 0.23, 0.19, 0.22, -0.19, -0.27, 0.05, -0.45, 0.04, -0.27, 0.21, 0.24, 0.20, 0.20, 0.24],
  "e_lumo_ev": 0.41,
  "smiles": "c1ccccc1.c1ccncc1",
  "total_charge": 0,
  "homo_ha": -0.327,
  "orbital_gap_ev": 9.303
}

=====

{
  "formula": "C3H4N2O",
  "method": "ωB97M-V with the def2-TZVPD basis set",
  "elements": ["C", "C", "C", "N", "N", "O", "H", "H", "H", "H"],
  "xyz": [[-0.01, 0.95, -0.76], [0.11, -1.00, 0.71], [-0.57, 0.83, 0.57], [0.54, -0.07, -1.35], [0.51, -1.15, -0.61], [0.26, -1.59, 1.73], [-0.14, 1.77, -1.37], [-0.15, 1.19, 1.52], [-1.64, 0.97, 0.45], [1.08, -1.90, -0.90]],
  "nbo_charge": [0.01, 0.72, -0.59, -0.20, -0.47, -0.54, 0.19, 0.25, 0.24, 0.40],
  "e_lumo_ev": 0.94,
  "total_charge": 0,
  "homo_ha": -0.337,
  "orbital_gap_ev": 10.108
}

=====

{
  "formula": "C6H11N",
  "method": "ωB97M-V with the def2-TZVPD basis set",
  "elements": ["C", "C", "C", "C", "C", "N", "C", "H", "H", "H", "H", "H", "H", "H", "H", "H", "H", "H"],
  "xyz": [[0.41, -1.00, -1.87], [-0.87, -0.21, -1.86], [-1.47, 0.11, -0.44], [-0.44, 0.68, 0.44], [0.40, -0.08, 1.28], [0.46, 0.26, 2.62], [1.47, 0.97, 3.00], [0.60, -1.48, -2.83], [1.29, -0.40, -1.56], [0.51, -1.85, -1.17], [-0.88, 0.71, -2.44], [-1.64, -0.82, -2.36], [-2.29, 0.76, -0.69], [-1.84, -0.83, 0.00], [-0.21, 1.76, 0.46], [0.70, -1.10, 1.06], [1.95, 1.70, 2.35], [1.86, 0.82, 4.00]],
  "nbo_charge": [-0.64, -0.36, -0.50, 0.07, 0.16, -0.35, 0.07, 0.25, 0.20, 0.21, 0.23, 0.24, 0.28, 0.25, 0.24, 0.24, 0.19, 0.22],
  "e_lumo_ev": [-5.27, -7.19],
  "s_squared": 0.75,
  "spin_multiplicity": 2,
  "total_charge": 1,
  "homo_ha": [-0.530, -0.569],
  "orbital_gap_ev": [9.163, 8.294]
}